[1]
{"formula": "C5H7I", "method": "ωB97M-V with the def2-TZVPD basis set", "charge": 0, "relative_energy_ev": 1.181, "symbols": ["I", "C", "C", "C", "C", "C", "H", "H", "H", "H", "H", "H", "H"], "positions_angstrom": [[3.0684, -0.0659, -0.4473], [-1.0458, -1.3168, -0.1327], [0.3916, 0.5230, 1.2477], [-0.0225, 1.0999, -0.8934], [-0.3416, -0.0307, 0.0828], [1.0853, 0.5025, -0.0570], [-1.8285, -1.3470, -0.8691], [-1.5188, -1.7254, 0.8506], [-0.3175, -2.1124, -0.5480], [0.1544, 1.5789, 1.4720], [0.7381, -0.1457, 1.9267], [-0.2833, 2.1946, -0.7088], [-0.0796, 0.8450, -1.9235]], "forces_ev_per_angstrom": [[-0.726, -0.087, -0.056], [0.644, -2.722, 1.129], [-0.925, 3.229, -1.955], [0.312, 0.960, 1.391], [1.104, 0.985, -1.114], [-0.816, -0.830, -1.086], [-0.439, 0.673, -0.265], [0.977, 0.694, -1.682], [-0.912, 1.029, 0.944], [-0.194, -0.683, 1.051], [0.848, -1.590, 2.367], [-0.014, -1.384, 0.075], [0.142, -0.274, -0.800]]}


[2]
{"formula": "C3H4NO3S", "method": "ωB97M-V with the def2-TZVPD basis set", "charge": -1, "relative_energy_ev": 0.716, "symbols": ["S", "O", "O", "O", "N", "C", "C", "C", "H", "H", "H", "H"], "positions_angstrom": [[-0.7948, 1.3217, -1.1752], [2.4156, -1.4097, 0.0243], [2.1356, 0.6015, -0.9824], [0.5438, -0.3097, 0.3838], [-3.0779, -2.2168, 0.8326], [-0.0540, 0.8854, 0.4763], [-2.0975, -1.6758, 0.6014], [1.8742, -0.3960, -0.2737], [0.4427, 1.6435, -1.7722], [-1.1456, -1.2539, 0.3528], [-0.9851, 1.0450, 0.9852], [0.7428, 1.7647, 0.5470]], "forces_ev_per_angstrom": [[0.870, 0.913, -1.355], [1.171, -1.949, 0.290], [0.065, -0.745, 0.649], [-0.579, -1.298, 1.532], [-0.381, -0.034, 0.154], [2.022, 3.639, -2.904], [-0.097, -0.340, -0.122], [-0.531, 2.644, -1.034], [-1.397, -0.540, 0.608], [0.522, 0.186, -0.038], [0.110, -0.695, 1.568], [-1.775, -1.781, 0.652]]}


[3]
{"formula": "C9H18NOS5Sc", "method": "ωB97M-V with the def2-TZVPD basis set", "charge": 2, "symbols": ["Sc", "S", "S", "S", "S", "S", "O", "N", "C", "C", "C", "C", "C", "C", "C", "C", "C", "H", "H", "H", "H", "H", "H", "H", "H", "H", "H", "H", "H", "H", "H", "H", "H", "H", "H"], "positions_angstrom": [[-0.8590, -0.0675, -0.3169], [-5.5037, 0.3246, -0.9420], [1.9422, 0.2504, -0.4541], [-0.5887, -3.1351, -1.8228], [-0.3785, 2.6420, -0.4034], [-0.2707, 0.4148, 2.2151], [-0.3886, -1.8909, -0.8960], [-2.7735, 0.0902, -0.6120], [-0.4599, -4.4958, -0.6996], [1.0601, 2.7406, -1.4921], [0.3205, 3.0411, 1.2242], [1.4499, -0.1434, 2.3167], [-0.2658, 2.2207, 2.3681], [-2.3256, -3.1613, -2.1734], [2.2849, 1.9170, -1.0930], [-3.9748, 0.2009, -0.7587], [2.4509, 0.3817, 1.2968], [-2.5464, -2.3100, -2.8139], [0.1046, 4.0927, 1.4128], [-1.1840, -4.3783, 0.1051], [2.7026, 1.4208, 1.4882], [-2.8856, -3.1135, -1.2407], [1.3400, 3.7893, -1.5958], [3.3731, -0.1886, 1.4037], [-2.5303, -4.0870, -2.7135], [0.2522, 2.4514, 3.3001], [-0.6533, -5.3997, -1.2802], [-1.3162, 2.4669, 2.5299], [0.5628, -4.5169, -0.3292], [1.3661, -1.2302, 2.2636], [2.9223, 1.7914, -1.9672], [1.3994, 2.9386, 1.1713], [1.8041, 0.0838, 3.3233], [2.8918, 2.4276, -0.3481], [0.6775, 2.4316, -2.4663]], "forces_ev_per_angstrom": [[0.188, 0.495, 0.162], [-0.155, 0.020, -0.033], [-0.069, -0.090, -0.008], [0.240, 0.226, -0.017], [-0.263, -0.202, -0.062], [-0.162, -0.194, -0.124], [-0.160, -0.390, -0.209], [-0.027, 0.034, 0.015], [-0.012, -0.089, 0.022], [0.087, 0.018, -0.060], [0.017, 0.043, 0.125], [0.097, 0.022, 0.037], [0.037, 0.081, -0.017], [-0.085, 0.005, 0.059], [0.020, 0.092, -0.024], [0.307, -0.032, 0.045], [0.038, 0.012, 0.057], [-0.039, 0.003, -0.011], [0.011, 0.009, 0.029], [0.023, -0.042, 0.011], [-0.008, 0.009, 0.022], [-0.056, -0.006, -0.023], [0.026, 0.000, 0.003], [0.004, -0.018, 0.001], [-0.013, 0.013, 0.001], [0.007, 0.054, -0.009], [-0.001, -0.010, 0.058], [-0.024, -0.027, -0.030], [-0.010, -0.022, 0.021], [-0.027, -0.014, -0.024], [-0.004, 0.010, -0.018], [0.006, -0.013, -0.010], [0.029, 0.009, -0.003], [-0.005, 0.016, 0.012], [-0.015, -0.022, 0.001]]}


no.,LUMO level (eV)
1,0.6
2,3.4
3,-6.9